# 1
Here is 10 unconnected molecules or ions with the total composition C15H50BF4N16O9 from OMol25. Energies are from ωB97M-V/def2-TZVPD.

CARTESIAN COORDINATES (ANGSTROEM)
B -4.807 -4.507 21.740
F -4.586 -5.632 21.002
F -5.140 -4.930 23.002
F -3.663 -3.904 21.666
F -5.837 -3.780 21.218
C -15.204 -3.075 18.293
C -14.004 -2.117 18.567
C -12.983 -2.682 19.638
O -12.028 -1.662 19.914
C -10.988 -2.040 20.764
N -13.385 -1.935 17.289
H -15.739 -3.222 19.231
H -14.819 -4.060 18.031
H -15.989 -2.783 17.596
H -14.377 -1.161 18.934
H -12.511 -3.545 19.169
H -13.613 -2.875 20.507
H -10.525 -2.928 20.333
H -11.369 -2.247 21.764
H -10.272 -1.223 20.856
H -13.183 -2.791 16.791
H -12.438 -1.781 17.604
C -1.868 2.750 18.026
C -2.855 1.917 17.215
C -2.963 0.426 17.619
O -1.589 0.015 17.296
C -1.402 -1.412 17.312
N -4.185 2.569 17.445
H -0.861 2.726 17.611
H -1.822 2.405 19.059
H -2.067 3.821 18.001
H -2.662 2.103 16.158
H -3.718 -0.036 16.982
H -3.241 0.171 18.641
H -1.840 -1.921 16.454
H -1.650 -1.827 18.289
H -0.346 -1.581 17.099
H -4.778 1.968 16.890
H -4.468 2.372 18.394
C -8.973 -7.731 23.075
O -9.836 -8.581 23.262
N -9.210 -6.604 22.565
N -7.695 -8.038 23.117
H -8.446 -5.953 22.453
H -10.180 -6.327 22.512
H -7.443 -8.783 23.751
H -7.016 -7.372 22.776
C -5.425 -0.238 24.500
O -5.785 0.649 25.292
N -4.783 -1.358 24.772
N -5.724 -0.278 23.195
H -4.483 -1.469 25.730
H -4.755 -2.071 24.057
H -6.265 0.508 22.866
H -5.680 -1.159 22.703
C -6.206 -8.531 28.613
O -6.655 -9.416 27.941
N -5.484 -7.537 28.176
N -6.442 -8.478 29.896
H -5.133 -7.497 27.230
H -5.497 -6.765 28.828
H -6.068 -7.726 30.456
H -7.052 -9.208 30.237
C 0.536 -6.423 21.260
O 1.676 -6.778 21.001
N 0.220 -5.156 21.532
N -0.519 -7.113 21.112
H 1.019 -4.539 21.575
H -0.773 -5.060 21.687
H -0.380 -7.998 20.646
H -1.388 -6.600 21.170
C -7.067 -9.587 18.556
O -6.800 -9.896 17.369
N -6.922 -10.417 19.575
N -7.398 -8.370 18.887
H -7.177 -10.051 20.481
H -6.434 -11.296 19.477
H -7.367 -8.000 19.826
H -7.354 -7.660 18.170
C 1.268 -0.118 21.871
O 2.038 -1.015 21.537
N 1.681 0.952 22.382
N -0.062 -0.115 21.825
H 2.676 1.025 22.542
H 1.113 1.629 22.871
H -0.591 0.718 22.039
H -0.475 -0.941 21.414
C -5.869 -5.357 15.577
O -6.916 -5.059 16.168
N -4.647 -5.390 16.135
N -5.721 -5.641 14.306
H -4.601 -5.405 17.144
H -3.841 -5.410 15.527
H -4.867 -6.023 13.926
H -6.425 -5.307 13.664

Forces on the atoms, in the same order (eV/Å):
B -1.85 -2.06 -0.34
F -0.50 -2.85 -1.82
F -0.53 -0.05 2.16
F 4.31 3.67 0.65
F -1.42 1.31 -0.52
C 0.26 -0.18 1.92
C -1.14 -1.58 -0.14
C -1.41 1.39 -0.92
O -1.01 0.36 -0.80
C -0.01 -0.39 0.08
N 1.97 0.89 -0.25
H -0.13 -0.15 0.21
H 0.01 -0.04 -0.27
H 0.61 0.47 -0.32
H 0.08 0.12 0.00
H 0.10 -0.42 0.44
H 0.42 -0.57 0.44
H 0.46 -0.13 0.31
H 0.00 -0.24 0.21
H -0.05 -0.05 -0.27
H -0.92 -0.70 -0.05
H 0.77 1.22 -0.59
C 1.03 -0.18 -0.17
C -1.55 1.46 1.78
C 2.55 0.92 -1.85
O -1.43 -1.46 0.34
C 0.95 0.86 -0.36
N 0.28 -0.70 -0.70
H 0.14 -0.59 0.11
H 0.01 0.08 0.09
H -0.70 -0.11 0.04
H 0.15 -0.76 -0.05
H 0.13 -0.37 -0.31
H 0.24 0.48 0.33
H -0.93 0.04 0.22
H -0.23 -0.24 -0.16
H 0.24 0.18 0.50
H -0.86 0.23 -0.15
H -0.05 0.11 0.40
C -1.15 -5.15 0.15
O -0.80 -0.23 1.11
N -1.51 5.91 -1.97
N 3.29 -0.95 0.63
H -0.56 0.38 -0.04
H 0.39 0.20 -0.20
H 0.25 0.19 -0.33
H 0.32 -0.24 0.55
C -1.60 1.09 0.69
O 0.98 -0.80 -0.87
N 1.44 -1.29 2.11
N -0.97 1.65 -1.79
H -0.03 -0.57 -0.40
H 0.48 -0.25 0.73
H -0.05 -0.52 -0.29
H -0.22 0.49 -0.32
C -0.78 -1.38 -1.30
O -0.54 -1.89 -1.61
N 1.88 2.71 -0.67
N -0.78 0.06 3.59
H -0.33 0.24 0.33
H 0.71 0.40 -1.00
H -0.35 -0.60 0.28
H 0.19 0.47 0.34
C 3.94 2.50 -1.04
O 0.76 -0.69 0.32
N 0.30 0.97 0.72
N -3.91 -3.96 -0.43
H -0.85 0.56 0.31
H 0.62 1.72 0.33
H -0.71 0.13 0.19
H -0.31 -1.11 -0.41
C 2.00 -1.45 -3.78
O -0.55 0.05 1.40
N -0.10 -1.40 1.96
N -1.19 3.72 0.58
H 0.25 -0.58 0.05
H -0.33 0.36 -0.05
H 0.02 -0.34 -0.11
H -0.10 -0.26 -0.04
C -0.52 -4.23 -1.47
O -0.60 -0.39 -0.42
N 3.88 6.56 3.18
N -2.21 -1.57 -0.84
H -0.21 0.02 -0.05
H 0.05 -0.31 -0.25
H -0.05 -0.56 -0.28
H -0.39 0.43 0.13
C -0.75 0.97 2.50
O 1.05 -0.50 -0.87
N 0.85 -0.02 1.82
N -1.22 -0.37 -4.15
H 0.42 0.11 -0.22
H -0.08 -0.04 0.79
H -0.42 0.19 0.15
H 0.11 -0.39 0.07

Output
Net charge: -1
E_HOMO: -7.5 eV
Frontier orbital gap: 9.40 eV

---

# 2
Here is 10 unconnected molecules or ions with the total composition C15H50N4O10 from OMol25. Energies are from ωB97M-V/def2-TZVPD.

CARTESIAN COORDINATES (ANGSTROEM)
N -0.240 2.903 -2.108
C -0.801 3.818 -1.333
N -0.544 3.654 -0.084
O -1.580 4.784 -1.860
H -0.240 3.059 -3.143
H 0.168 2.040 -1.793
H -0.964 4.398 0.508
H 0.464 3.499 0.162
N -0.601 -0.961 0.095
C -0.447 0.304 -0.192
N -1.359 1.178 0.189
O 0.645 0.691 -1.031
H 0.102 -1.669 -0.161
H -1.218 -1.264 0.867
H -1.219 2.180 -0.025
H -2.340 0.906 0.470
C -4.484 -0.363 0.594
C -4.506 0.703 -0.410
O -4.311 1.932 0.211
H -5.128 -0.226 1.460
H -3.528 -0.312 1.073
H -4.527 -1.415 0.157
H -5.364 0.599 -1.093
H -3.654 0.581 -1.139
H -4.391 2.656 -0.402
C 4.632 -2.432 -1.897
C 4.070 -1.096 -1.505
O 2.688 -0.908 -1.845
H 5.744 -2.385 -1.761
H 4.500 -2.748 -2.931
H 4.218 -3.277 -1.299
H 4.602 -0.368 -2.171
H 4.300 -0.852 -0.470
H 2.489 -0.010 -1.599
C -1.587 -0.684 3.387
C -1.374 -2.155 3.040
O -2.105 -2.437 1.853
H -1.219 -0.568 4.391
H -2.644 -0.544 3.390
H -1.000 -0.080 2.705
H -1.780 -2.602 3.885
H -0.370 -2.371 2.971
H -3.058 -2.521 2.063
C -0.799 -3.201 -2.734
C -1.994 -2.872 -1.852
O -2.307 -1.532 -1.800
H 0.052 -2.632 -2.378
H -0.965 -3.198 -3.824
H -0.522 -4.261 -2.615
H -1.916 -3.209 -0.825
H -2.876 -3.412 -2.315
H -1.853 -1.203 -1.038
C 4.153 2.915 -2.768
C 2.975 2.380 -2.018
O 3.386 1.799 -0.784
H 3.813 3.248 -3.771
H 4.908 2.222 -2.906
H 4.527 3.787 -2.224
H 2.497 1.626 -2.657
H 2.297 3.158 -1.845
H 2.833 2.298 -0.133
C 1.222 -3.467 0.922
O 1.517 -3.263 -0.450
H 0.185 -3.786 1.083
H 1.191 -2.525 1.493
H 2.029 -4.108 1.362
H 2.171 -2.605 -0.513
C -2.064 2.824 2.991
O -0.801 2.298 2.670
H -2.164 2.889 4.110
H -2.839 2.179 2.561
H -2.142 3.788 2.524
H -0.958 1.733 1.889
C 2.206 0.109 2.076
O 1.684 -0.581 3.199
H 3.203 0.321 2.355
H 1.639 1.034 1.940
H 2.184 -0.493 1.201
H 1.487 0.102 3.853

Forces on the atoms, in the same order (eV/Å):
N -0.07 1.05 -3.49
C -3.76 4.59 -8.11
N 1.70 1.87 6.29
O 3.08 -3.90 2.92
H -0.41 -0.07 1.69
H 0.49 -0.91 0.74
H 0.48 -0.79 -0.55
H -1.52 -0.06 -0.29
N 0.52 -1.93 1.65
C 5.49 1.92 -4.88
N -2.27 -0.06 0.70
O -4.94 -1.57 4.48
H -0.18 0.79 -0.32
H 0.14 0.21 -0.66
H -0.06 -0.68 0.22
H 1.79 0.28 -0.51
C 0.44 -2.10 0.65
C 0.67 -0.38 -3.19
O -0.37 0.68 1.27
H -0.74 0.00 -0.38
H 0.96 -0.24 0.42
H -0.26 1.48 0.45
H -0.32 0.58 0.55
H -0.58 -0.41 0.58
H -0.01 0.29 -0.44
C 0.56 -1.35 0.62
C 0.38 1.33 -2.24
O 0.87 -1.64 0.49
H -0.91 -0.16 0.17
H -0.33 0.50 -0.16
H 0.40 0.54 -0.16
H 0.05 -0.23 0.87
H -0.15 0.01 0.20
H -0.62 0.51 0.46
C 1.25 -1.11 -0.26
C -2.31 2.44 0.17
O -0.50 -0.90 -0.11
H 0.22 0.53 0.45
H -0.76 0.72 -0.15
H -0.37 0.42 0.12
H -0.70 -1.86 1.24
H 2.13 -0.72 -0.65
H 0.89 0.11 -0.16
C 0.33 -1.17 0.24
C -1.34 -1.82 -1.57
O -1.32 1.06 -1.26
H 0.31 0.21 -0.56
H -0.16 0.96 0.48
H -0.05 0.15 0.48
H 0.45 -0.67 0.20
H 0.63 0.47 0.69
H 0.36 0.42 0.30
C -1.40 2.23 -0.35
C 1.07 -1.44 -1.06
O -0.98 1.08 1.13
H 0.22 -0.07 0.49
H 1.54 -1.51 -0.13
H 0.28 -0.07 -0.21
H -0.21 0.01 0.28
H -1.16 1.07 0.18
H 0.94 -1.19 -0.46
C 0.75 0.32 0.81
O -2.05 -1.23 0.44
H 0.40 -0.85 -0.48
H 0.59 0.02 -0.16
H -1.14 0.20 0.00
H 1.38 1.56 -0.50
C -0.14 -0.49 0.84
O 0.66 -0.46 -0.12
H -0.05 0.05 -1.12
H -0.25 0.17 0.34
H -0.43 0.80 0.08
H 0.46 0.36 0.39
C -0.52 0.65 1.10
O -0.84 -0.37 0.38
H 1.40 0.64 -0.39
H 0.10 0.02 -0.41
H -0.18 -0.53 -0.73
H -0.02 -0.34 -0.05

Output
E_HOMO: -9.3 eV
Frontier orbital gap: 9.60 eV

---

# 3
Here is 10 unconnected molecules or ions with the total composition C15H50O10 from OMol25. Energies are from ωB97M-V/def2-TZVPD.

CARTESIAN COORDINATES (ANGSTROEM)
O -11.181 -13.433 7.879
H -11.280 -13.670 8.801
H -11.966 -12.924 7.677
O -7.147 -15.796 8.801
H -7.341 -15.047 8.237
H -7.634 -16.522 8.411
O -5.051 -11.568 8.367
H -4.492 -11.160 7.704
H -5.412 -10.832 8.861
O -10.137 -16.458 5.825
H -9.772 -15.582 5.953
H -10.897 -16.488 6.406
O -9.168 -16.961 3.126
H -9.572 -16.844 3.986
H -8.266 -17.217 3.317
C -5.018 -16.841 2.605
C -5.732 -17.412 3.815
C -6.373 -16.275 4.659
O -6.652 -18.418 3.422
H -5.674 -16.200 2.016
H -4.670 -17.618 1.923
H -4.139 -16.351 3.024
H -5.016 -17.885 4.487
H -6.747 -16.655 5.609
H -7.115 -15.701 4.104
H -5.585 -15.563 4.904
H -6.501 -19.202 3.954
C -9.033 -13.274 4.762
C -8.111 -13.403 5.937
C -8.024 -12.073 6.685
O -8.637 -14.251 6.891
H -9.309 -14.276 4.432
H -8.455 -12.699 4.038
H -9.827 -12.614 5.111
H -7.109 -13.693 5.619
H -7.433 -11.345 6.129
H -7.478 -12.162 7.624
H -8.998 -11.714 7.018
H -9.517 -13.913 7.070
C -9.333 -10.514 9.618
C -9.878 -9.164 9.470
C -11.133 -8.989 10.306
O -8.959 -8.198 9.901
H -9.859 -11.371 9.196
H -9.279 -10.825 10.661
H -8.332 -10.687 9.222
H -9.955 -9.012 8.393
H -11.107 -9.210 11.373
H -12.064 -9.286 9.823
H -11.347 -7.925 10.412
H -8.086 -8.551 9.717
C -6.385 -5.897 6.564
C -5.620 -7.232 6.232
C -6.387 -8.328 5.521
O -4.479 -6.835 5.481
H -6.906 -5.460 5.712
H -5.807 -5.132 7.082
H -7.232 -6.093 7.221
H -5.217 -7.641 7.158
H -7.149 -8.784 6.154
H -5.735 -9.178 5.321
H -6.810 -7.999 4.572
H -3.731 -6.989 6.062
C -12.908 -12.945 3.431
C -12.556 -14.267 2.735
C -12.802 -15.510 3.566
O -13.290 -14.310 1.577
H -13.801 -13.037 4.049
H -13.007 -12.057 2.807
H -12.126 -12.673 4.141
H -11.489 -14.295 2.514
H -12.362 -16.373 3.065
H -13.871 -15.716 3.627
H -12.310 -15.525 4.539
H -13.011 -13.568 1.036

Forces on the atoms, in the same order (eV/Å):
O 1.13 -0.34 -0.78
H -0.17 -0.25 0.88
H -0.81 0.49 -0.23
O 0.58 -0.34 0.48
H -0.41 0.31 -0.29
H -0.24 -0.05 -0.13
O 0.07 -0.25 0.05
H 0.15 0.08 -0.23
H -0.17 0.19 0.20
O -0.04 -0.64 -0.44
H 0.43 0.41 0.42
H -0.30 0.00 0.21
O -0.15 0.27 -0.63
H -0.37 0.00 0.58
H 0.14 -0.45 -0.04
C 0.13 -0.50 0.20
C 0.01 0.57 0.70
C 0.62 -0.39 -0.37
O -0.38 -0.07 -0.20
H 0.14 0.32 0.21
H 0.01 -0.19 0.16
H -0.03 0.53 -0.48
H 0.37 -0.01 -0.08
H -0.33 0.05 -0.15
H -0.21 -0.24 0.06
H 0.16 0.01 0.06
H -0.19 0.08 0.01
C 0.79 0.57 0.14
C 0.29 2.13 0.74
C 1.14 0.49 0.12
O 0.19 -2.26 0.19
H -0.33 0.35 -0.49
H -0.31 -0.23 -0.62
H -0.60 -0.49 -0.38
H -0.01 -0.49 0.25
H -0.40 0.44 -0.24
H 0.23 -0.50 -0.07
H -0.20 0.13 -0.61
H -0.88 0.22 0.78
C 1.02 -2.73 1.04
C -0.67 -0.21 -0.23
C -1.09 1.89 -0.48
O 0.92 0.83 0.73
H -0.74 0.46 -0.45
H 0.14 0.31 0.35
H 0.33 0.55 -0.21
H -1.12 0.24 -0.16
H 0.46 -1.07 -0.25
H 0.22 -0.89 0.09
H 0.33 0.57 -0.40
H 0.19 0.11 0.04
C -1.05 -1.22 0.20
C -0.23 1.59 0.61
C -0.03 -0.23 0.08
O 0.60 -0.25 -0.45
H 0.55 -0.02 -0.45
H 0.43 -0.25 -0.29
H -0.02 -0.34 0.34
H -0.38 -0.10 0.36
H -0.35 0.44 0.04
H 0.35 0.17 -0.19
H -0.09 0.06 0.08
H 0.19 0.13 -0.32
C 0.61 -0.15 1.39
C 0.88 1.03 1.66
C -0.15 -0.52 -0.40
O -1.04 -0.83 -1.98
H -0.24 -0.06 -0.22
H -0.07 -0.29 -0.52
H 0.15 -0.08 0.18
H 0.32 0.27 -0.16
H 0.01 -0.01 -0.30
H -0.08 0.15 0.36
H -0.27 0.52 0.06
H -0.11 -0.01 -0.09

Output
Net charge: -1
E_HOMO (alpha / beta): 0.1 / -7.7 eV
Frontier orbital gap (alpha / beta): 1.93 / 9.51 eV
2S+1: 2

---

Quick rundown of energy, same order as above: -2579.51676 -1572.78594 -1353.81955 hartree
Quick rundown of relative energy (zero: lowest compared OMol25 entry of this formula, charge and spin), same order as above: 5.456 1.588 0.415 eV